[1]
Formula: C4H9O2S
Source: OMol25
Level of theory: ωB97M-V/def2-TZVPD

Each line ends with the natural charge from an NBO analysis.
Element x y z (Å)
C1 -2.46 -0.16 1.10  -0.75
C2 -1.12 -2.46 -0.22  -0.79
S1 -2.19 -1.97 1.13  0.14
H1 -2.63 0.20 0.10  0.21
H2 -3.26 0.21 1.74  0.22
H3 -1.50 0.44 1.39  0.23
H4 -0.47 -1.66 -0.63  0.29
H5 -1.74 -2.80 -1.01  0.21
H6 -0.33 -3.10 0.26  0.24
C3 2.03 2.24 -0.39  -0.74
C4 2.55 0.84 -0.78  0.75
O1 1.70 -0.05 -0.80  -0.83
O2 3.71 0.57 -0.92  -0.76
H7 1.30 2.37 0.43  0.19
H8 1.56 2.46 -1.32  0.21
H9 2.83 2.86 -0.08  0.19

The value obtained for the gap between HOMO and LUMO is 6.633 eV. As for the lowest unoccupied orbital energy: 3.1 eV. As for the charge: -1. The HOMO energy is -3.5123 eV. The relative energy (zero: lowest compared OMol25 entry of this formula, charge and spin) is 36.78 kcal/mol. The value obtained for the energy is -706.4893 Eh.


[2]
Formula: C13H34IN12O7
Source: OMol25
Level of theory: ωB97M-V/def2-TZVPD

Each line ends with the natural charge from an NBO analysis.
Element x y z (Å)
C1 2.46 1.48 1.89  -0.74
C2 2.10 0.35 0.99  0.77
O1 2.94 -0.51 0.66  -0.59
N1 0.73 0.28 0.58  -0.63
C3 -0.12 0.49 1.70  0.73
C4 -0.18 -0.72 2.58  -0.72
O2 -0.79 1.52 1.98  -0.64
C5 0.46 1.31 -0.54  -0.14
N2 1.76 1.63 -1.21  -0.91
C6 -0.40 0.63 -1.57  -0.49
C7 -0.16 -0.83 -2.03  -0.22
C8 1.29 -1.24 -2.13  -0.67
I1 -1.30 -2.30 -0.92  -0.06
H1 3.53 1.56 1.96  0.22
H2 2.10 1.29 2.89  0.25
H3 2.04 2.41 1.54  0.24
H4 0.81 -1.08 2.81  0.23
H5 -0.68 -0.45 3.51  0.21
H6 -0.73 -1.52 2.11  0.25
H7 1.59 1.63 -2.20  0.36
H8 1.99 2.58 -0.99  0.34
H9 -0.34 1.25 -2.46  0.21
H10 -1.44 0.67 -1.26  0.19
H11 -0.61 -0.92 -3.01  0.19
H12 1.83 -0.46 -2.63  0.26
H13 1.36 -2.14 -2.74  0.18
H14 1.72 -1.46 -1.17  0.25
C9 3.43 0.89 -5.12  0.78
O3 2.69 0.92 -4.16  -0.64
N3 3.09 0.23 -6.27  -0.89
N4 4.66 1.51 -5.12  -0.86
H15 3.68 0.18 -7.08  0.36
H16 2.18 -0.20 -6.29  0.42
H17 4.93 1.98 -4.28  0.41
H18 5.29 1.49 -5.90  0.38
C10 -4.75 0.64 2.94  0.78
O4 -5.76 0.54 3.65  -0.74
N5 -4.77 0.28 1.62  -0.84
N6 -3.58 1.11 3.43  -0.84
H19 -3.98 0.35 1.01  0.41
H20 -5.62 -0.12 1.28  0.40
H21 -3.56 1.35 4.40  0.40
H22 -2.71 1.15 2.90  0.44
C11 0.10 -1.26 -6.52  0.79
O5 0.59 -0.26 -6.04  -0.63
N7 -1.19 -1.30 -6.97  -0.84
N8 0.81 -2.43 -6.66  -0.85
H23 -1.62 -2.12 -7.36  0.39
H24 -1.74 -0.47 -6.86  0.41
H25 1.75 -2.44 -6.31  0.41
H26 0.42 -3.27 -7.04  0.39
C12 -6.72 -3.28 4.35  0.77
O6 -5.68 -3.61 3.83  -0.66
N9 -7.54 -4.19 5.00  -0.87
N10 -7.19 -1.99 4.35  -0.86
H27 -8.40 -3.95 5.43  0.38
H28 -7.22 -5.14 5.02  0.40
H29 -6.64 -1.27 3.90  0.45
H30 -8.05 -1.73 4.78  0.37
C13 4.66 2.41 4.95  0.77
O7 3.56 1.92 4.90  -0.64
N11 5.74 1.75 5.49  -0.86
N12 4.93 3.67 4.47  -0.86
H31 6.66 2.13 5.54  0.38
H32 5.58 0.82 5.84  0.41
H33 4.17 4.17 4.05  0.41
H34 5.84 4.09 4.49  0.38

The value obtained for the gap between HOMO and LUMO is 3.419 eV. As for the lowest unoccupied orbital energy: 2.2 eV. As for the charge: -1. The HOMO energy is -1.2502 eV. The value obtained for the energy is -1997.3478 Eh.


[3]
Formula: C37H28N2O4OsP2S2
Source: OMol25
Level of theory: ωB97M-V/def2-TZVPD

Each line ends with the Mulliken charge.
Element x y z (Å)
Os1 -0.46 0.30 -0.64  3.08
N1 -2.34 0.22 1.78  0.15
P1 -2.18 -0.83 0.45  -0.82
C1 -2.12 -2.47 1.19  0.79
C2 -3.16 -2.87 2.04  -0.53
C3 -3.08 -4.09 2.69  -0.72
C4 -1.98 -4.92 2.48  -0.49
C5 -0.97 -4.53 1.62  -0.67
C6 -1.03 -3.30 0.97  -0.20
C7 -3.79 -0.79 -0.39  0.60
C8 -3.95 -1.58 -1.53  -0.68
C9 -5.11 -1.47 -2.29  -0.69
C10 -6.10 -0.58 -1.91  -0.53
C11 -5.94 0.22 -0.79  -0.55
C12 -4.78 0.12 -0.03  -0.22
P2 -1.04 1.34 1.85  0.15
C13 -1.64 2.45 3.15  0.31
C14 -2.98 2.83 3.18  -0.20
C15 -3.43 3.74 4.13  -0.70
C16 -2.53 4.30 5.03  -0.51
C17 -1.19 3.97 4.97  -0.69
C18 -0.74 3.06 4.02  -0.68
C19 0.32 0.47 2.68  0.88
C20 0.16 -0.68 3.44  -0.58
C21 1.26 -1.27 4.05  -0.78
C22 2.52 -0.72 3.88  -0.64
C23 2.70 0.41 3.09  -0.80
C24 1.60 1.01 2.50  -0.45
H1 -2.81 -0.06 2.63  0.53
H2 -4.02 -2.23 2.18  0.37
H3 -3.87 -4.40 3.36  0.42
H4 -1.92 -5.87 2.99  0.41
H5 -0.12 -5.18 1.45  0.46
H6 -0.23 -2.98 0.32  0.27
H7 -3.16 -2.26 -1.82  0.42
H8 -5.23 -2.08 -3.18  0.44
H9 -7.00 -0.48 -2.51  0.42
H10 -6.70 0.93 -0.50  0.44
H11 -4.62 0.77 0.82  0.22
H12 -3.68 2.41 2.47  0.30
H13 -4.47 4.03 4.15  0.41
H14 -2.89 5.00 5.78  0.38
H15 -0.48 4.42 5.65  0.42
H16 0.31 2.80 3.98  0.34
H17 -0.83 -1.12 3.56  0.37
H18 1.12 -2.16 4.65  0.44
H19 3.38 -1.19 4.35  0.40
H20 3.69 0.81 2.93  0.48
H21 1.73 1.89 1.88  0.49
S1 -1.96 1.94 -1.06  -0.45
C25 -2.60 1.71 -2.61  0.71
C26 -3.60 2.57 -3.11  -0.82
C27 -4.06 2.41 -4.38  -0.65
C28 -3.55 1.37 -5.19  -0.58
C29 -2.60 0.52 -4.71  -0.80
C30 -2.09 0.68 -3.40  0.66
S2 -0.87 -0.36 -2.84  -0.47
H22 -3.97 3.37 -2.47  0.46
H23 -4.81 3.09 -4.77  0.41
H24 -3.91 1.25 -6.21  0.41
H25 -2.20 -0.28 -5.33  0.47
O1 5.75 3.47 -1.33  -0.68
C31 5.08 3.06 -2.29  0.04
O2 5.23 3.03 -3.52  -0.68
C32 3.74 2.43 -1.87  0.52
C33 2.54 3.06 -2.22  -0.77
C34 1.35 2.50 -1.85  -0.21
N2 1.28 1.34 -1.16  -0.08
C35 2.43 0.72 -0.84  0.68
C36 3.67 1.22 -1.18  -0.55
C37 2.27 -0.60 -0.13  0.16
O3 3.22 -1.24 0.23  -0.70
O4 1.01 -0.93 0.06  -0.84
H26 2.55 3.99 -2.77  0.44
H27 0.40 2.96 -2.11  0.47
H28 4.54 0.65 -0.90  0.59

The value obtained for the gap between HOMO and LUMO (spin up / spin down) is 4.724 / 4.333 eV. As for the lowest unoccupied orbital energy (spin up / spin down): -2.7 / -3.0 eV. The HOMO energy (spin up / spin down) is -7.3756 / -7.3732 eV. The relative energy (zero: lowest compared OMol25 entry of this formula, charge and spin) is 46.46 kcal/mol. The value obtained for the energy is -3407.0807 Eh.


[4]
Formula: C4H10N2O
Source: OMol25
Level of theory: ωB97M-V/def2-TZVPD

Each line ends with the natural charge from an NBO analysis.
Element x y z (Å)
N1 -2.69 0.21 -1.37  -0.85
C1 -2.38 0.58 0.02  -0.22
C2 -0.94 1.06 0.14  -0.21
N2 -0.05 -0.05 -0.05  -0.66
C3 1.37 0.18 0.23  -0.32
C4 2.10 -1.07 0.72  0.00
O1 3.37 -1.20 0.54  -0.79
H1 -2.62 -0.80 -1.49  0.35
H2 -3.66 0.41 -1.58  0.34
H3 -3.07 1.37 0.32  0.17
H4 -2.49 -0.28 0.69  0.18
H5 -0.86 1.85 -0.64  0.15
H6 -0.77 1.48 1.13  0.18
H7 -0.19 -0.49 -0.95  0.35
H8 1.45 0.99 0.98  0.13
H9 1.92 0.48 -0.68  0.16
H10 1.55 -1.58 1.52  0.05

The value obtained for the gap between HOMO and LUMO (spin up / spin down) is 3.052 / 6.348 eV. As for the lowest unoccupied orbital energy (spin up / spin down): 3.5 / 3.5 eV. As for the charge: -1. The HOMO energy (spin up / spin down) is 0.4511 / -2.8790 eV. The multiplicity is 2. The relative energy (zero: lowest compared OMol25 entry of this formula, charge and spin) is 19.01 kcal/mol. The value obtained for the energy is -343.0923 Eh.